# 1
A 2-piece molecular cluster, C3H5NOS overall. Source: the Open Molecules 2025 dataset; level of theory: ωB97M-V/def2-TZVPD.

Geometry (Å):
C  0.784  0.468  -0.192
C  -0.556  -0.329  0.121
C  -1.750  0.636  0.092
H  2.873  -0.335  -0.467
H  1.845  -1.668  0.530
H  -0.651  -0.714  1.287
H  -0.591  -1.321  -0.702
H  -1.435  1.668  0.803
N  1.633  -0.377  -0.686
O  1.054  1.698  -0.315
S  -3.205  0.273  -0.472

## Properties
Total energy in eV: -17557.83014
E_HOMO in eV: -8.8
LUMO in Ha: -0.0666

***

# 2
C31H53BrNO3P3V as an isolated structure. Source: the Open Molecules 2025 dataset; level of theory: ωB97M-V/def2-TZVPD.

Geometry (Å):
C  1.703  3.996  -0.722
C  0.783  3.142  -1.369
C  0.705  3.180  -2.780
C  1.654  3.951  -3.474
N  2.595  4.661  -2.851
C  2.595  4.736  -1.518
C  -0.069  2.248  -0.606
C  -1.167  2.058  0.069
C  -2.513  2.356  0.439
C  -3.274  1.410  1.149
C  -4.646  1.589  1.292
C  -5.213  2.762  0.801
C  -4.460  3.770  0.190
C  -3.099  3.560  0.004
V  -0.266  0.199  0.017
P  1.834  -0.265  -0.743
H  -0.083  2.665  -3.319
H  1.707  4.116  0.357
H  1.634  3.971  -4.571
H  3.330  5.395  -1.042
H  -2.465  4.290  -0.498
H  -2.779  0.544  1.599
H  -4.925  4.688  -0.147
H  -5.256  0.839  1.776
C  2.527  -1.941  -0.452
C  3.749  -2.352  -1.272
H  1.710  -2.655  -0.635
H  2.741  -2.001  0.628
H  3.986  -3.404  -1.061
H  3.571  -2.271  -2.351
H  4.639  -1.766  -1.010
C  2.054  0.066  -2.546
C  3.406  0.640  -2.977
H  1.257  0.773  -2.826
H  1.833  -0.863  -3.092
H  3.395  0.825  -4.061
H  3.611  1.605  -2.493
H  4.240  -0.048  -2.781
C  2.981  0.886  0.125
C  4.457  0.503  0.216
H  2.576  0.998  1.143
H  2.857  1.868  -0.351
H  4.994  1.281  0.776
H  4.604  -0.440  0.752
H  4.944  0.437  -0.764
Br  -7.086  3.005  1.016
P  -1.476  -1.158  -1.441
C  -0.579  -2.187  -2.664
C  -1.270  -3.438  -3.201
H  0.379  -2.465  -2.198
H  -0.325  -1.514  -3.494
H  -0.567  -3.978  -3.848
H  -1.571  -4.132  -2.408
H  -2.144  -3.204  -3.820
C  -2.551  -2.287  -0.488
C  -3.906  -2.648  -1.086
H  -2.692  -1.831  0.504
H  -1.954  -3.193  -0.313
H  -4.432  -3.310  -0.386
H  -4.550  -1.775  -1.240
H  -3.821  -3.197  -2.031
C  -2.578  -0.059  -2.418
C  -3.131  -0.601  -3.736
H  -2.011  0.866  -2.608
H  -3.398  0.227  -1.743
H  -3.753  0.175  -4.202
H  -2.341  -0.849  -4.453
H  -3.776  -1.476  -3.596
C  1.090  1.917  3.738
C  1.934  0.680  3.637
O  1.399  -0.374  2.792
P  -0.109  -0.523  2.108
O  -1.107  0.165  3.245
C  -1.562  -0.481  4.482
C  -0.444  -0.895  5.401
O  -0.415  -2.086  2.460
C  0.322  -3.270  2.068
C  1.513  -3.573  2.940
H  0.841  2.359  2.760
H  1.694  2.654  4.277
H  0.185  1.751  4.340
H  2.931  0.917  3.226
H  2.091  0.231  4.631
H  -2.215  0.263  4.958
H  -2.192  -1.342  4.211
H  0.049  -0.021  5.855
H  -0.889  -1.492  6.209
H  0.298  -1.526  4.885
H  -0.402  -4.090  2.161
H  0.610  -3.195  1.011
H  1.193  -3.840  3.951
H  2.021  -4.442  2.502
H  2.238  -2.754  2.989

## Properties
Total energy in eV: -164221.10250
E_HOMO (alpha / beta) in eV: -13.9 / -13.9
Charge: +2
Multiplicity: 4
LUMO (alpha / beta) in Ha: -0.2672 / -0.2889

***

# 3
A 3-piece molecular cluster, C18H28ClN2O8 overall. Source: the Open Molecules 2025 dataset; level of theory: ωB97M-V/def2-TZVPD.

Geometry (Å):
C  -2.006  -1.527  2.686
C  -1.029  -0.978  1.667
Cl  -1.108  -2.139  0.233
C  -1.337  0.422  1.103
C  -2.019  1.416  2.061
N  -3.366  1.812  1.589
C  -4.293  0.751  1.553
C  -5.079  0.450  2.646
C  -5.985  -0.560  2.546
N  -6.183  -1.316  1.479
C  -5.418  -0.994  0.448
C  -4.480  -0.005  0.424
C  -1.136  2.717  2.066
O  -1.301  3.489  1.088
O  -0.350  2.878  3.025
H  -3.019  -1.618  2.308
H  -1.651  -2.519  2.975
H  -1.980  -0.941  3.602
H  0.003  -1.033  1.991
H  -1.906  0.379  0.183
H  -0.381  0.860  0.817
H  -2.055  1.096  3.106
H  -3.728  2.544  2.186
H  -4.992  1.020  3.560
H  -6.605  -0.767  3.415
H  -5.562  -1.566  -0.465
H  -3.928  0.184  -0.482
C  2.120  4.498  2.611
C  2.522  5.555  1.610
O  3.884  5.384  1.146
C  4.078  4.432  0.245
O  3.249  3.715  -0.242
O  5.394  4.396  -0.039
C  5.756  3.354  -0.938
H  2.840  4.462  3.435
H  1.130  4.698  3.010
H  2.099  3.511  2.156
H  2.500  6.538  2.080
H  1.836  5.582  0.763
H  5.158  3.391  -1.847
H  5.646  2.383  -0.455
H  6.802  3.505  -1.195
C  3.152  -4.228  -5.831
C  2.290  -5.442  -5.551
O  2.130  -5.666  -4.146
C  1.255  -4.856  -3.538
O  0.602  -3.998  -4.071
O  1.240  -5.164  -2.246
C  0.405  -4.316  -1.441
H  4.109  -4.313  -5.312
H  3.337  -4.129  -6.901
H  2.671  -3.317  -5.478
H  2.775  -6.337  -5.940
H  1.316  -5.361  -6.034
H  -0.606  -4.269  -1.839
H  0.833  -3.319  -1.378
H  0.373  -4.748  -0.446

## Properties
Total energy in eV: -51005.12022
E_HOMO in eV: -4.8
Charge: -1
LUMO in Ha: 0.0879

***

# 4
A 2-piece molecular cluster, C5H3F3NO2S overall. Source: the Open Molecules 2025 dataset; level of theory: ωB97M-V/def2-TZVPD.

Geometry (Å):
C  -0.477  -0.070  -0.908
C  -3.277  2.021  -0.092
C  0.037  -0.226  0.510
C  -2.297  0.708  0.020
C  -3.410  -1.081  -0.018
N  -1.655  0.357  -1.101
O  -2.747  3.069  0.103
O  -4.403  1.728  -0.403
F  -3.887  -1.304  -1.254
F  -2.435  -2.051  0.186
F  -4.400  -1.338  0.889
S  -1.239  0.498  1.484
H  0.159  -0.368  -1.675
H  -0.028  -1.268  0.595
H  1.108  0.016  0.529

## Properties
Total energy in eV: -29806.08078
E_HOMO in eV: -4.6
Charge: -1
LUMO in Ha: 0.1148

***

# 5
C3H5LiO3Tm as an isolated structure. Source: the Open Molecules 2025 dataset; level of theory: ωB97M-V/def2-TZVPD.

Geometry (Å):
H  -0.145  -1.424  0.784
O  1.064  -0.206  -0.269
C  1.196  -1.473  -0.782
C  0.587  -2.317  0.459
C  -3.358  -0.021  -0.084
O  -2.278  0.087  -0.510
O  -4.419  -0.123  0.343
Tm  2.937  1.100  0.573
Li  -0.634  0.806  -1.263
H  2.229  -1.830  -0.891
H  0.517  -1.669  -1.624
H  1.320  -2.275  1.269
H  0.422  -3.314  0.038

## Properties
Total energy in eV: -39013.16239
E_HOMO (alpha / beta) in eV: -27.9 / -25.7
Charge: +4
Multiplicity: 4
LUMO (alpha / beta) in Ha: -0.6952 / -0.8619

***

# 6
A single C2H4N2O2S2 molecule. Source: the Open Molecules 2025 dataset; level of theory: ωB97M-V/def2-TZVPD.

Geometry (Å):
O  -1.426  1.315  0.604
C  -0.709  2.181  -0.050
S  0.487  1.502  -1.341
N  -0.073  -0.098  -1.360
C  0.010  -0.984  -0.305
S  -0.951  -2.399  -0.156
N  0.934  -0.739  0.617
O  0.883  -1.555  1.859
H  -0.562  3.291  0.073
H  -0.911  -0.143  -1.871
H  1.547  0.173  0.755
H  0.771  -2.543  1.175

## Properties
Total energy in eV: -30880.56713
E_HOMO in eV: -8.7
LUMO in Ha: -0.0142

***

Maximum force readings, ordered: 11.83; 7.63; 1.52; 4.54; 4.01; 7.34 eV/Å